1.
C10H26BrMnN2O3 | wB97M-V/def2-TZVPD

Its calculated total energy is -121264.4285 eV. The largest force on an atom comes out at 2.8 eV/A. As for the expectation value of S²: 8.764. As for the spin multiplicity: 6. As for the frontier orbital gap (spin up / spin down): 4.63 / 4.50 eV. For the molecular weight, the calculation gives 357.17 g/mol. The LUMO energy (spin up / spin down) is -0.24721 / -0.23822 hartree. Its net charge is +1.

Each line ends with the Löwdin spin population.
Element x y z (Å)
Mn (7.0796, 18.0354, 5.8342)  4.91
Br (3.3116, 17.5297, 4.1389)  0.09
C (6.0124, 20.4453, 11.2743)  0.00
C (6.3004, 19.4620, 10.1245)  0.00
C (5.6136, 18.1271, 10.3699)  0.00
O (5.8490, 17.1442, 9.3024)  0.00
C (5.3920, 15.8787, 9.7026)  0.00
N (5.8710, 19.8824, 8.8217)  0.00
H (5.1661, 21.0881, 11.0322)  0.00
H (6.8882, 21.0472, 11.5172)  0.00
H (5.6978, 19.9900, 12.2134)  0.00
H (7.3582, 19.2588, 9.9577)  0.00
H (4.5514, 18.3450, 10.4814)  0.00
H (5.9996, 17.8536, 11.3519)  0.00
H (4.3188, 16.0242, 9.8263)  0.00
H (5.8335, 15.4725, 10.6126)  0.00
H (5.5335, 15.1782, 8.8796)  0.00
H (6.2252, 20.8164, 8.6724)  0.00
H (4.8828, 20.0492, 8.9466)  0.00
C (8.5262, 19.6713, 2.3583)  0.00
O (9.0025, 19.2161, 3.5875)  0.00
C (10.4187, 19.2807, 3.6337)  0.00
C (10.9004, 18.9780, 5.0720)  0.00
N (10.2122, 17.8797, 5.7276)  -0.01
C (10.6832, 16.4890, 5.4755)  0.00
C (10.3918, 16.0747, 3.9866)  0.00
O (9.0870, 16.4353, 3.5736)  0.00
C (8.8585, 16.2240, 2.1519)  0.00
H (7.4793, 19.8564, 2.5988)  0.00
H (8.4345, 18.8839, 1.6102)  0.00
H (8.8928, 20.6028, 1.9269)  0.00
H (10.7313, 20.3082, 3.4477)  0.00
H (10.9934, 18.7399, 2.8818)  0.00
H (10.8658, 19.9462, 5.5714)  0.00
H (11.9779, 18.8280, 5.1394)  0.00
H (10.4788, 17.9934, 6.6951)  0.00
H (10.1457, 15.7263, 6.0390)  0.00
H (11.7168, 16.3259, 5.7806)  0.00
H (10.6221, 15.0152, 3.8745)  0.00
H (11.1359, 16.5548, 3.3511)  0.00
H (9.0627, 15.1736, 1.9442)  0.00
H (9.4073, 16.9279, 1.5263)  0.00
H (7.8009, 16.3964, 1.9522)  0.00

Atoms 1-2, force components in eV/Å:
Mn 0.040 -0.027 -0.681
Br 1.402 0.187 0.598


2.
C10H26Cl4N3OP | wB97M-V/def2-TZVPD

Its calculated total energy is -76681.3266 eV. The largest force on an atom comes out at 3.0 eV/A. As for the expectation value of S²: 0.761. As for the spin multiplicity: 2. As for the frontier orbital gap (spin up / spin down): 10.42 / 5.67 eV. For the molecular weight, the calculation gives 377.12 g/mol. The LUMO energy (spin up / spin down) is -0.08497 / -0.25919 hartree. Its net charge is +1.

Each line ends with the Löwdin spin population.
Element x y z (Å)
Cl (3.7407, -2.0026, -3.0747)  0.00
C (4.0878, -0.9378, -1.6795)  0.00
C (4.3269, -1.8111, -0.4323)  0.00
Cl (2.7347, -2.3377, 0.0297)  0.00
H (3.3267, -0.1627, -1.7698)  0.00
H (5.0316, -0.4789, -1.9741)  0.00
H (4.6010, -1.1015, 0.3483)  0.00
H (5.1140, -2.5651, -0.4445)  0.00
Cl (-2.0961, -3.6486, -0.8489)  0.00
C (-0.4210, -4.1403, -1.2643)  0.00
C (0.2340, -3.0375, -2.0625)  0.00
Cl (-0.6074, -2.7907, -3.6275)  0.00
H (-0.4278, -5.0177, -1.9111)  0.00
H (0.1835, -4.3436, -0.3804)  0.00
H (1.2445, -3.3142, -2.3631)  0.00
H (0.2407, -2.0768, -1.5477)  0.00
O (-1.6028, 1.6603, 3.0100)  0.00
P (-1.2725, 1.5192, 1.5628)  0.00
N (0.3060, 0.8886, 1.1665)  0.35
C (1.0591, 0.2358, 2.2072)  0.04
C (0.7468, 0.6720, -0.1684)  0.03
N (-1.4719, 2.9848, 0.6770)  0.00
C (-2.7132, 3.6677, 0.8932)  0.00
C (-0.3401, 3.8883, 0.5779)  0.00
N (-2.2219, 0.4108, 0.6966)  0.39
C (-2.8325, -0.7276, 1.4221)  0.03
C (-2.2739, 0.3729, -0.7803)  0.04
H (2.1205, 0.4218, 2.0436)  0.01
H (0.7893, -0.8198, 2.2381)  0.01
H (0.8007, 0.6952, 3.1613)  0.00
H (1.8297, 0.7906, -0.2040)  0.01
H (0.2884, 1.3390, -0.8986)  0.00
H (0.4649, -0.3520, -0.4135)  0.01
H (-3.5589, 2.9800, 0.8917)  0.00
H (-2.6499, 4.0905, 1.8958)  0.00
H (-2.8443, 4.4832, 0.1819)  0.00
H (-0.5798, 4.8048, 0.0387)  0.00
H (-0.0951, 4.2396, 1.5802)  0.00
H (0.4656, 3.4173, 0.0147)  0.00
H (-2.7093, -1.6512, 0.8564)  0.00
H (-2.3808, -0.8181, 2.4100)  0.00
H (-3.8785, -0.4437, 1.5371)  0.02
H (-1.7206, -0.4701, -1.1943)  0.02
H (-1.7458, 1.2055, -1.2450)  0.00
H (-3.2929, 0.2812, -1.1564)  0.02

Atoms 1-2, force components in eV/Å:
Cl -0.223 -0.244 -0.307
C 1.944 -0.974 -1.285


3.
C10H26CrO10S4 | wB97M-V/def2-TZVPD

Its calculated total energy is -103009.2625 eV. The largest force on an atom comes out at 7.7 eV/A. As for the expectation value of S²: 6.042. As for the spin multiplicity: 5. As for the frontier orbital gap (spin up / spin down): 7.34 / 3.62 eV. For the molecular weight, the calculation gives 486.57 g/mol. The LUMO energy (spin up / spin down) is -0.23644 / -0.38627 hartree. Its net charge is +2.

Each line ends with the Löwdin spin population.
Element x y z (Å)
Cr (0.2895, 0.5277, 0.6439)  2.87
O (-1.9644, 2.7912, 3.0864)  0.00
C (-1.3177, 2.0530, 2.2112)  0.01
O (-0.8995, 0.9339, 2.3959)  0.02
O (-1.0400, 2.3172, 1.0064)  0.04
H (-2.0520, 2.1588, 3.8033)  0.00
O (3.9717, 1.5434, 1.5538)  0.00
C (2.6688, 1.2985, 1.3234)  0.00
O (2.0615, 1.7388, 0.3268)  -0.05
O (1.9737, 0.5109, 1.9898)  0.00
H (4.3372, 1.0026, 2.2577)  0.00
C (1.0303, 3.9392, -1.9189)  0.00
S (-0.0721, 2.4609, -2.4203)  0.01
O (-0.1231, 1.4344, -1.2402)  0.02
C (-1.5831, 3.4803, -2.2148)  0.00
H (2.0234, 3.5977, -1.6270)  0.00
H (0.6852, 4.6844, -1.2022)  0.00
H (1.1627, 4.7812, -2.5982)  0.00
H (-1.7566, 4.2592, -2.9573)  0.00
H (-1.6304, 4.0200, -1.2690)  0.00
H (-2.4200, 2.7896, -2.3188)  0.00
C (2.9077, -0.1805, -2.4342)  0.01
S (1.9356, -1.4669, -1.6463)  0.01
O (1.2463, -0.6613, -0.5409)  0.04
C (0.5231, -1.6073, -2.8406)  0.00
H (3.6990, 0.1864, -1.7805)  0.00
H (2.2833, 0.6783, -2.6808)  0.00
H (3.4430, -0.6169, -3.2775)  0.00
H (0.0351, -2.5819, -2.8546)  0.00
H (1.0698, -1.4628, -3.7724)  0.00
H (-0.0169, -0.6606, -2.8555)  0.00
C (-4.1096, -0.2200, 0.0122)  0.00
S (-2.5887, -0.6589, -0.9931)  0.03
O (-1.3534, -0.4931, -0.0714)  0.11
C (-2.7980, -2.4966, -0.9112)  0.01
H (-4.0787, -0.7800, 0.9468)  0.00
H (-4.9520, -0.4214, -0.6495)  0.00
H (-4.1989, 0.8499, 0.2006)  0.00
H (-3.7742, -2.8590, -1.2333)  0.00
H (-2.5016, -2.9220, 0.0475)  0.00
H (-2.0999, -2.9178, -1.6346)  0.00
C (-0.0547, -3.7857, 3.3325)  0.04
S (0.5652, -2.9338, 1.8003)  0.17
O (0.0119, -1.4837, 1.6077)  0.62
C (2.2499, -2.7630, 2.4606)  0.04
H (0.4301, -4.7514, 3.4755)  0.00
H (-1.0477, -4.2166, 3.2049)  0.00
H (0.1219, -3.1792, 4.2208)  0.00
H (2.6163, -3.6359, 3.0010)  0.00
H (2.1541, -2.0217, 3.2539)  0.00
H (2.9367, -2.2596, 1.7801)  0.00

Atoms 1-2, force components in eV/Å:
Cr 0.690 3.901 -0.257
O 0.191 -0.365 -0.608


4.
C10H26KNO11S2V | wB97M-V/def2-TZVPD

Its calculated total energy is -98478.1687 eV. The largest force on an atom comes out at 4.6 eV/A. As for the frontier orbital gap: 7.79 eV. For the molecular weight, the calculation gives 490.49 g/mol. The LUMO energy is -0.18537 hartree. Its net charge is +1.

Each line ends with the Mulliken charge.
Element x y z (Å)
K (0.1743, -2.6435, 11.2838)  0.95
O (-3.9938, -4.4174, 9.4252)  -0.56
V (-3.4071, -4.8443, 10.8300)  1.65
O (-4.6400, -5.4531, 11.6393)  -0.57
C (-4.6968, -1.9699, 12.6968)  -1.65
C (-3.2103, -1.9168, 12.3597)  0.80
C (-2.3289, -1.6167, 13.5566)  -0.56
O (-2.8763, -3.0703, 11.6523)  -0.67
H (-4.9884, -2.8751, 13.2304)  0.35
H (-5.2890, -1.8770, 11.7841)  0.39
H (-5.0483, -1.0995, 13.2598)  0.41
H (-3.1587, -1.0130, 11.7254)  0.10
H (-1.2740, -1.4324, 13.3088)  -0.11
H (-2.3156, -2.5119, 14.1867)  0.11
H (-2.6310, -0.7180, 14.0896)  0.39
O (3.3156, 0.4319, 12.1246)  -0.59
S (2.8570, -0.6854, 12.8657)  1.00
O (1.4429, -0.9457, 12.9574)  -0.58
O (3.4686, -2.0271, 12.2387)  -0.16
C (4.8458, -2.0023, 11.7857)  -0.18
C (5.0345, -3.1555, 10.8141)  -1.32
C (3.6481, -0.8104, 14.4606)  -0.88
H (5.5119, -2.1658, 12.6315)  0.30
H (5.0071, -1.0841, 11.2272)  0.35
H (4.8527, -4.1279, 11.2736)  0.33
H (6.0403, -3.1638, 10.4019)  0.39
H (4.2891, -3.0420, 10.0240)  0.31
H (3.3643, -1.7414, 14.9411)  0.31
H (3.2394, 0.0450, 14.9929)  0.25
H (4.7113, -0.6989, 14.2809)  0.45
O (3.3305, 3.5985, 15.9761)  -0.65
S (3.6093, 2.9894, 14.7137)  1.17
O (4.6760, 2.0567, 14.5739)  -0.59
O (2.2551, 2.2581, 14.2760)  -0.21
C (1.0018, 2.9762, 14.4217)  -0.31
C (-0.1794, 2.0647, 14.1363)  -1.08
C (3.8029, 4.2450, 13.4575)  -0.91
H (0.9459, 3.8633, 13.7914)  0.27
H (1.0014, 3.2550, 15.4763)  0.36
H (-0.1860, 1.1957, 14.7903)  0.20
H (-0.1418, 1.7134, 13.1017)  0.25
H (-1.0591, 2.6970, 14.2492)  0.48
H (4.5091, 4.9871, 13.8151)  0.37
H (2.8234, 4.6922, 13.3171)  0.33
H (4.1505, 3.7047, 12.5821)  0.30
C (0.0216, -3.1242, 16.2289)  -0.60
N (1.0176, -3.8676, 15.4040)  0.98
O (0.5996, -4.6003, 14.5225)  -0.57
O (2.1891, -3.7036, 15.6574)  -0.54
H (-0.0115, -3.5987, 17.2084)  0.32
H (-0.9473, -3.3289, 15.7902)  0.18
H (0.3550, -2.0954, 16.2751)  0.26

Atoms 1-2, force components in eV/Å:
K -0.065 0.161 0.286
O 0.863 -0.798 0.846


5.
C10H26N6O14 | wB97M-V/def2-TZVPD

As for the SMILES: C[N+](=O)[O-].C[N+](=O)[O-].C[N+](=O)[O-].C[N+](=O)[O-].C[N+](=O)[O-].C[N+](=O)[O-].CCOC(C)=O. Its calculated total energy is -48378.5310 eV. The largest force on an atom comes out at 3.2 eV/A. As for the frontier orbital gap: 10.47 eV. For the molecular weight, the calculation gives 454.35 g/mol. The LUMO energy is -0.00348 hartree.

Each line ends with the Mulliken charge.
Element x y z (Å)
C (-3.9998, -6.0127, 4.4085)  -0.67
N (-4.9522, -5.7134, 5.5528)  0.81
O (-5.9029, -6.4935, 5.7066)  -0.51
O (-4.8062, -4.7662, 6.2865)  -0.51
H (-3.0712, -5.5386, 4.7261)  0.31
H (-4.3091, -5.2913, 3.6521)  0.28
H (-3.9697, -7.0564, 4.0957)  0.28
C (5.7271, -2.5384, -1.2273)  -0.67
N (5.4564, -4.0103, -1.2049)  0.84
O (5.1486, -4.5507, -2.2737)  -0.51
O (5.5713, -4.6125, -0.1794)  -0.51
H (4.8269, -1.9386, -1.3612)  0.26
H (6.4654, -2.4181, -2.0201)  0.28
H (6.2082, -2.3083, -0.2767)  0.31
C (6.2278, 4.3286, -8.6521)  -0.66
N (5.7080, 3.2955, -9.5694)  0.79
O (4.8674, 2.4611, -9.1790)  -0.49
O (6.2191, 3.2530, -10.7021)  -0.49
H (6.0194, 3.9213, -7.6627)  0.30
H (5.6542, 5.2270, -8.8799)  0.27
H (7.3121, 4.3839, -8.7487)  0.28
C (3.9416, -3.2688, 7.3823)  -0.66
N (2.6837, -2.4931, 7.3559)  0.82
O (2.3456, -1.9418, 6.2950)  -0.52
O (2.0504, -2.3936, 8.3626)  -0.50
H (4.0890, -3.6432, 8.3953)  0.31
H (4.6514, -2.5052, 7.0640)  0.27
H (3.9691, -4.1426, 6.7312)  0.27
C (-6.9515, -2.7576, -3.7056)  -0.63
N (-6.4141, -2.6839, -5.1155)  0.81
O (-6.2592, -3.7117, -5.6841)  -0.49
O (-6.0443, -1.5947, -5.5952)  -0.52
H (-7.5231, -3.6679, -3.5244)  0.29
H (-7.7482, -2.0183, -3.6227)  0.28
H (-6.0566, -2.5565, -3.1168)  0.26
C (-1.8847, 6.9004, 4.4500)  -0.68
N (-1.2064, 8.2136, 4.1218)  0.79
O (-1.3493, 8.6445, 2.9557)  -0.49
O (-0.6865, 8.8760, 5.0347)  -0.49
H (-2.1791, 6.9284, 5.4991)  0.30
H (-1.0800, 6.1704, 4.3625)  0.28
H (-2.7749, 6.8296, 3.8250)  0.29
C (-0.4289, 2.1566, -2.9998)  -1.13
C (0.0533, 2.0860, -1.5958)  -0.14
O (-0.9691, 2.0573, -0.6400)  -0.34
C (-1.6511, 0.9630, -0.2071)  0.74
C (-2.5144, 1.2670, 1.0125)  -1.00
O (-1.5731, -0.1643, -0.6518)  -0.56
H (-1.2264, 2.8974, -3.0583)  0.31
H (-0.9504, 1.2193, -3.1935)  0.29
H (0.3407, 2.3765, -3.7396)  0.36
H (0.6695, 1.1881, -1.5474)  0.28
H (0.5707, 2.9832, -1.2562)  0.28
H (-3.3122, 0.5284, 1.0908)  0.30
H (-3.0673, 2.2014, 0.9168)  0.33
H (-1.9151, 1.4345, 1.9074)  0.27

Atoms 1-2, force components in eV/Å:
C 0.103 2.034 0.668
N -1.961 -1.966 0.719


Q: Number 4 is which compound?
A: C10H26KNO11S2V


Q: Among the records above, which one has the lowest calculated total energy?
A: C10H26BrMnN2O3


Q: Among the records above, which one has the highest calculated total energy?
A: C10H26N6O14


Q: Which of these has the lowest molecular weight?
A: C10H26BrMnN2O3